C4H6N2O | the ωB97M-V functional and the def2-TZVPD basis

The HOMO energy is -8.253 eV. As for the SMILES: [H]/N=C/N1C=C1OC. Its LUMO energy is 0.961 eV. The total energy comes out at -9268.4905 eV. For the energy above the lowest of the compared OMol25 structures with the same formula, charge and spin, the calculation gives 5.011 eV. The calculation puts the orbital gap at 9.215 eV.

Geometry as ORCA input:
```
! wB97M-V def2-TZVPD RIJCOSX def2/J DEFGRID3
* xyz 0 1
H 1.690 2.867 0.387
N 1.277 1.967 0.152
C 0.208 2.111 -0.514
N -0.463 0.980 -1.031
C -1.434 0.228 -0.064
C -0.239 -0.205 -0.271
O 0.731 -1.072 -0.155
C 0.304 -2.285 0.468
H -0.243 3.064 -0.811
H -2.502 0.127 -0.004
H -0.175 -2.070 1.430
H 1.199 -2.886 0.618
H -0.400 -2.801 -0.191
*
```

C4H6N2O | the ωB97M-V functional and the def2-TZVPD basis

The HOMO energy is -8.949 eV. As for the SMILES: [H]/N=C(C)\C(C=O)=N/[H]. Its LUMO energy is -0.070 eV. The total energy comes out at -9268.9489 eV. For the energy above the lowest of the compared OMol25 structures with the same formula, charge and spin, the calculation gives 4.553 eV. The calculation puts the orbital gap at 8.880 eV.

Geometry as ORCA input:
```
! wB97M-V def2-TZVPD RIJCOSX def2/J DEFGRID3
* xyz 0 1
H -0.464 2.281 -1.661
N -0.782 1.326 -1.518
C -0.443 0.680 -0.542
C -0.931 -1.046 -0.375
C 0.668 0.161 0.244
C 0.496 0.217 1.747
O -0.530 0.474 2.319
N 1.894 -0.019 -0.153
H 2.015 0.032 -1.162
H -1.790 -0.910 0.287
H -0.375 -1.923 -0.041
H -1.206 -1.263 -1.408
H 1.447 -0.010 2.263
*
```

C4H6N2O | the ωB97M-V functional and the def2-TZVPD basis

The HOMO energy is -8.502 eV. As for the SMILES: [H]/N=c1\cc(C)[nH]o1. Its LUMO energy is 0.717 eV. The total energy comes out at -9271.0660 eV. For the energy above the lowest of the compared OMol25 structures with the same formula, charge and spin, the calculation gives 2.436 eV. The calculation puts the orbital gap at 9.219 eV.

Geometry as ORCA input:
```
! wB97M-V def2-TZVPD RIJCOSX def2/J DEFGRID3
* xyz 0 1
H -2.102 -2.442 0.947
N -2.459 -1.631 0.448
C -1.511 -0.825 0.211
C -0.076 -0.792 0.475
C 0.407 0.347 -0.045
C 1.797 0.899 -0.120
N -0.641 1.124 -0.540
O -1.808 0.347 -0.462
H 0.472 -1.560 1.003
H 1.803 1.867 -0.632
H 2.207 1.049 0.883
H 2.457 0.209 -0.653
H -0.547 1.408 -1.514
*
```

C4H6N2O | the ωB97M-V functional and the def2-TZVPD basis

The HOMO energy is -9.592 eV. As for the SMILES: Cc1cc(N)on1. Its LUMO energy is 0.924 eV. The total energy comes out at -9271.7246 eV. For the energy above the lowest of the compared OMol25 structures with the same formula, charge and spin, the calculation gives 1.777 eV. The calculation puts the orbital gap at 10.516 eV.

Geometry as ORCA input:
```
! wB97M-V def2-TZVPD RIJCOSX def2/J DEFGRID3
* xyz 0 1
C 1.531 0.602 1.639
C 0.701 0.317 0.429
C -0.308 -0.672 0.237
C -0.827 -0.372 -0.977
N -1.929 -0.896 -1.660
O -0.160 0.674 -1.510
N 0.798 1.101 -0.617
H 2.124 1.504 1.466
H 0.881 0.777 2.503
H 2.203 -0.224 1.888
H -0.603 -1.492 0.872
H -1.714 -1.088 -2.632
H -2.697 -0.231 -1.636
*
```

C4H6N2O | the ωB97M-V functional and the def2-TZVPD basis

The HOMO energy is -10.598 eV. As for the SMILES: [H]/N=C/OCCC#N. Its LUMO energy is 0.743 eV. The total energy comes out at -9271.4139 eV. For the energy above the lowest of the compared OMol25 structures with the same formula, charge and spin, the calculation gives 2.088 eV. The calculation puts the orbital gap at 11.340 eV.

Geometry as ORCA input:
```
! wB97M-V def2-TZVPD RIJCOSX def2/J DEFGRID3
* xyz 0 1
H -3.222 0.836 -1.125
N -2.259 0.556 -0.954
C -2.116 0.031 0.182
O -0.933 -0.477 0.626
C 0.246 -0.268 -0.172
C 1.451 -0.133 0.739
C 2.518 0.103 -0.239
N 3.352 0.399 -0.981
H -2.897 -0.107 0.944
H 0.037 0.538 -0.863
H 0.768 -1.006 -0.890
H 1.410 0.633 1.520
H 1.644 -1.104 1.214
*
```

C4H6N2O | the ωB97M-V functional and the def2-TZVPD basis

The HOMO energy is -8.926 eV. Its LUMO energy is -0.507 eV. The total energy comes out at -9268.6151 eV. For the energy above the lowest of the compared OMol25 structures with the same formula, charge and spin, the calculation gives 4.887 eV. The calculation puts the orbital gap at 8.419 eV.

Geometry as ORCA input:
```
! wB97M-V def2-TZVPD RIJCOSX def2/J DEFGRID3
* xyz 0 1
C -1.111 -0.640 1.813
C -1.355 0.242 0.664
N -1.630 1.082 -0.103
C -0.196 -0.439 -1.039
C 1.118 0.230 -0.913
O 1.878 0.458 -2.031
N 1.565 0.509 0.246
H -1.589 -0.266 2.727
H -0.023 -0.675 1.934
H -1.491 -1.635 1.576
H -0.727 -0.092 -1.935
H 1.361 0.389 -2.846
H 2.411 1.073 0.171
*
```

C4H6N2O | the ωB97M-V functional and the def2-TZVPD basis

The HOMO energy is -9.694 eV. As for the SMILES: O=C1NC[C@H]2CN12. Its LUMO energy is 0.868 eV. The total energy comes out at -9270.0082 eV. For the energy above the lowest of the compared OMol25 structures with the same formula, charge and spin, the calculation gives 3.494 eV. The calculation puts the orbital gap at 10.561 eV.

Geometry as ORCA input:
```
! wB97M-V def2-TZVPD RIJCOSX def2/J DEFGRID3
* xyz 0 1
O 1.515 2.113 0.203
C 0.845 1.116 0.093
N 1.239 -0.177 0.326
C 0.405 -1.206 -0.270
C -0.864 -0.436 -0.661
C -1.434 0.341 0.450
N -0.516 1.151 -0.330
H 2.185 -0.337 0.629
H 0.202 -2.013 0.452
H 0.884 -1.662 -1.142
H -0.841 0.365 -1.506
H -2.471 0.656 0.420
H -1.041 0.163 1.448
*
```

C4H6N2O | the ωB97M-V functional and the def2-TZVPD basis

The HOMO energy is -8.488 eV. As for the SMILES: CC(=C=CN)N=O. Its LUMO energy is -0.290 eV. The total energy comes out at -9268.7865 eV. For the energy above the lowest of the compared OMol25 structures with the same formula, charge and spin, the calculation gives 4.715 eV. The calculation puts the orbital gap at 8.198 eV.

Geometry as ORCA input:
```
! wB97M-V def2-TZVPD RIJCOSX def2/J DEFGRID3
* xyz 0 1
C -2.362 -0.066 0.010
C -0.880 -0.009 -0.219
C 0.114 0.248 0.610
C 1.420 0.510 0.541
N 2.476 -0.308 0.861
N -0.530 -0.223 -1.639
O 0.641 -0.151 -1.909
H -2.837 -0.661 -0.777
H -2.604 -0.500 0.984
H -2.800 0.938 -0.029
H 1.694 1.545 0.335
H 3.359 -0.023 0.464
H 2.307 -1.300 0.767
*
```

C4H6N2O | the ωB97M-V functional and the def2-TZVPD basis

The HOMO energy is -9.254 eV. As for the SMILES: O=CN1CCC=N1. Its LUMO energy is 0.772 eV. The total energy comes out at -9271.1965 eV. For the energy above the lowest of the compared OMol25 structures with the same formula, charge and spin, the calculation gives 2.305 eV. The calculation puts the orbital gap at 10.026 eV.

Geometry as ORCA input:
```
! wB97M-V def2-TZVPD RIJCOSX def2/J DEFGRID3
* xyz 0 1
O -0.854 -2.107 -2.098
C -0.024 -1.409 -1.663
N -0.155 -0.485 -0.718
C 0.880 0.219 0.010
C 0.039 1.079 1.014
C -1.335 0.454 0.902
N -1.367 -0.455 0.008
H 1.099 -1.575 -1.952
H 1.676 -0.305 0.579
H 1.541 0.955 -0.613
H 0.141 2.168 0.862
H 0.451 0.897 2.012
H -2.094 0.566 1.656
*
```

C4H6N2O | the ωB97M-V functional and the def2-TZVPD basis

The HOMO energy is -7.842 eV. As for the SMILES: Nc1c[nH]c(O)c1. Its LUMO energy is 0.806 eV. The total energy comes out at -9271.5020 eV. For the energy above the lowest of the compared OMol25 structures with the same formula, charge and spin, the calculation gives 2.000 eV. The calculation puts the orbital gap at 8.647 eV.

Geometry as ORCA input:
```
! wB97M-V def2-TZVPD RIJCOSX def2/J DEFGRID3
* xyz 0 1
N -2.114 0.610 -0.508
C -0.851 0.092 -0.226
C -0.485 -1.216 -0.139
N 0.906 -1.311 0.128
C 1.324 0.023 0.253
O 2.626 0.223 0.591
C 0.335 0.894 -0.036
H -2.861 -0.026 -0.266
H -2.281 1.524 -0.110
H -1.094 -2.104 -0.257
H 1.462 -1.307 -0.758
H 2.594 0.635 1.463
H 0.440 1.963 -0.134
*
```

C4H6N2O | the ωB97M-V functional and the def2-TZVPD basis

The HOMO energy is -8.958 eV. As for the SMILES: COc1cnc[nH]1. Its LUMO energy is 0.907 eV. The total energy comes out at -9271.5167 eV. For the energy above the lowest of the compared OMol25 structures with the same formula, charge and spin, the calculation gives 1.985 eV. The calculation puts the orbital gap at 9.865 eV.

Geometry as ORCA input:
```
! wB97M-V def2-TZVPD RIJCOSX def2/J DEFGRID3
* xyz 0 1
C -2.016 -0.420 -0.348
O -1.259 0.011 0.789
C 0.020 0.253 0.437
C 0.726 1.379 0.219
N 2.005 1.048 -0.233
C 2.059 -0.244 -0.208
N 0.868 -0.847 0.216
H -1.921 0.320 -1.152
H -3.056 -0.494 -0.028
H -1.663 -1.391 -0.713
H 0.419 2.399 0.387
H 2.906 -0.833 -0.545
H 0.913 -1.180 1.178
*
```

C4H6N2O | the ωB97M-V functional and the def2-TZVPD basis

The HOMO energy is -6.465 eV. As for the SMILES: [NH3+]c1cc[nH]c1[O-]. Its LUMO energy is 0.143 eV. The total energy comes out at -9271.4410 eV. For the energy above the lowest of the compared OMol25 structures with the same formula, charge and spin, the calculation gives 2.061 eV. The calculation puts the orbital gap at 6.608 eV.

Geometry as ORCA input:
```
! wB97M-V def2-TZVPD RIJCOSX def2/J DEFGRID3
* xyz 0 1
N 0.813 0.521 1.609
C 0.134 -0.062 0.457
C 0.246 -1.301 -0.242
C -0.452 -1.114 -1.401
N -0.935 0.195 -1.438
C -0.540 0.901 -0.308
O -0.704 2.116 -0.036
H 1.616 1.108 1.347
H 1.114 -0.154 2.311
H 0.136 1.183 2.016
H 0.690 -2.233 0.087
H -0.713 -1.824 -2.173
H -1.408 0.626 -2.215
*
```

C4H6N2O | the ωB97M-V functional and the def2-TZVPD basis

The HOMO energy is -9.869 eV. As for the SMILES: [H]/N=C\NOCC#C. Its LUMO energy is 0.739 eV. The total energy comes out at -9267.2682 eV. For the energy above the lowest of the compared OMol25 structures with the same formula, charge and spin, the calculation gives 6.234 eV. The calculation puts the orbital gap at 10.608 eV.

Geometry as ORCA input:
```
! wB97M-V def2-TZVPD RIJCOSX def2/J DEFGRID3
* xyz 0 1
H 2.162 1.615 -0.474
N 2.369 0.973 0.288
C 1.738 -0.127 -0.013
N 0.938 -0.474 -0.989
O -0.004 -1.531 -0.467
C -0.729 -0.892 0.643
C -1.577 0.114 -0.004
C -2.468 0.944 -0.310
H 1.791 -0.926 0.699
H 0.289 0.283 -1.404
H -1.522 -1.479 1.246
H 0.038 -0.291 1.284
H -3.023 1.790 -0.500
*
```

C4H6N2O | the ωB97M-V functional and the def2-TZVPD basis

The HOMO energy is -8.678 eV. As for the SMILES: [H]/N=C1/NCC=C1O. Its LUMO energy is 0.720 eV. The total energy comes out at -9270.6985 eV. For the energy above the lowest of the compared OMol25 structures with the same formula, charge and spin, the calculation gives 2.803 eV. The calculation puts the orbital gap at 9.397 eV.

Geometry as ORCA input:
```
! wB97M-V def2-TZVPD RIJCOSX def2/J DEFGRID3
* xyz 0 1
H 2.572 0.341 0.315
N 1.890 1.087 0.331
C 0.731 0.593 0.458
N -0.413 1.378 0.324
C -1.194 0.610 -0.625
C -1.002 -0.780 -0.108
C 0.219 -0.820 0.432
O 1.136 -1.841 0.501
H -0.197 2.354 0.163
H -0.579 0.143 -1.541
H -2.172 1.089 -0.820
H -1.725 -1.539 -0.346
H 0.734 -2.614 0.914
*
```

C4H6N2O | the ωB97M-V functional and the def2-TZVPD basis

The HOMO energy is -7.399 eV. As for the SMILES: Nc1cc[nH]c1O. Its LUMO energy is 0.818 eV. The total energy comes out at -9270.6658 eV. For the energy above the lowest of the compared OMol25 structures with the same formula, charge and spin, the calculation gives 2.836 eV. The calculation puts the orbital gap at 8.217 eV.

Geometry as ORCA input:
```
! wB97M-V def2-TZVPD RIJCOSX def2/J DEFGRID3
* xyz 0 1
N -0.059 0.252 -2.102
C -0.247 0.104 -0.752
C -0.721 -1.018 -0.046
C -0.693 -0.683 1.306
N -0.326 0.606 1.433
C 0.168 1.072 0.201
O 1.582 1.113 0.378
H 0.501 1.047 -2.379
H 0.079 -0.578 -2.659
H -0.979 -1.985 -0.452
H -0.944 -1.289 2.166
H 0.069 1.033 2.256
H 1.690 0.222 0.773
*
```

C4H6N2O | the ωB97M-V functional and the def2-TZVPD basis

The HOMO energy is -9.594 eV. As for the SMILES: O=C1CCN2CN12. Its LUMO energy is 0.779 eV. The total energy comes out at -9269.6191 eV. For the energy above the lowest of the compared OMol25 structures with the same formula, charge and spin, the calculation gives 3.883 eV. The calculation puts the orbital gap at 10.373 eV.

Geometry as ORCA input:
```
! wB97M-V def2-TZVPD RIJCOSX def2/J DEFGRID3
* xyz 0 1
O 2.371 0.524 -0.485
C 1.305 0.300 0.029
C 0.265 1.343 0.368
C -1.089 0.492 0.079
N -0.770 -0.870 0.450
C -0.049 -1.672 -0.509
N 0.796 -0.925 0.352
H 0.188 1.421 1.501
H 0.540 2.198 -0.089
H -1.830 0.840 0.960
H -1.480 0.575 -0.952
H -0.037 -1.418 -1.556
H -0.209 -2.807 -0.147
*
```

C4H6N2O | the ωB97M-V functional and the def2-TZVPD basis

The HOMO energy is -8.065 eV. As for the SMILES: N#COC1(N)CC1. Its LUMO energy is 0.597 eV. The total energy comes out at -9268.7450 eV. For the energy above the lowest of the compared OMol25 structures with the same formula, charge and spin, the calculation gives 4.757 eV. The calculation puts the orbital gap at 8.662 eV.

Geometry as ORCA input:
```
! wB97M-V def2-TZVPD RIJCOSX def2/J DEFGRID3
* xyz 0 1
N 3.069 0.399 -0.319
C 1.922 0.528 -0.178
O 0.887 1.220 0.314
C -0.288 0.493 0.228
N -1.369 1.283 0.091
C -0.326 -0.927 0.638
C 0.168 -0.971 -0.783
H -2.278 0.871 -0.049
H -1.353 2.258 0.348
H -1.319 -1.309 0.878
H 0.418 -1.192 1.385
H -0.571 -1.078 -1.567
H 1.039 -1.576 -0.985
*
```

C4H6N2O | the ωB97M-V functional and the def2-TZVPD basis

The HOMO energy is -9.598 eV. As for the SMILES: [H]/N=C(\C=O)N1CC1. Its LUMO energy is -0.109 eV. The total energy comes out at -9269.3846 eV. For the energy above the lowest of the compared OMol25 structures with the same formula, charge and spin, the calculation gives 4.117 eV. The calculation puts the orbital gap at 9.490 eV.

Geometry as ORCA input:
```
! wB97M-V def2-TZVPD RIJCOSX def2/J DEFGRID3
* xyz 0 1
H 1.162 1.681 1.580
N 1.229 0.616 1.145
C 0.654 0.559 0.055
C 0.292 1.750 -0.725
O -0.242 1.643 -1.784
N 0.475 -0.722 -0.431
C -0.032 -1.644 0.512
C -0.992 -0.866 -0.499
H 0.498 2.727 -0.119
H 0.141 -2.784 0.395
H -0.074 -1.478 1.625
H -1.342 -1.430 -1.473
H -1.768 -0.051 -0.282
*
```